DFT (wB97M-V/def2-TZVPD) results for a structure of composition C30H53NO11P3RuS4Si in a non-equilibrium geometry.

```
104
Properties=species:S:1:pos:R:3:lowdin_charge:R:1
Ru -0.3653 -0.1715 0.0956 0.66
O -0.3555 -4.7396 -0.7609 -0.15
P -1.0350 -3.3308 -1.1751 0.16
O -2.3914 -3.5721 -1.6869 -0.31
O -0.7819 -2.4016 0.0036 -0.47
O -0.0287 -2.8284 -2.3707 -0.29
P 1.4331 -2.2213 -2.0888 0.20
O 2.0368 -3.4043 -1.0989 -0.18
O 2.2084 -2.2118 -3.3434 -0.30
O 1.3677 -0.9653 -1.2444 -0.45
H 0.6034 -4.5795 -0.6732 0.03
H 2.8984 -3.0794 -0.8029 0.07
O -6.9779 2.3528 -5.2959 0.08
C -5.8711 2.9828 -4.8046 -0.50
O -5.7444 4.1583 -5.0393 0.08
C -4.9275 2.1669 -4.0227 -0.16
C -3.8369 2.8122 -3.4270 -0.02
C -2.8928 2.1122 -2.7082 -0.13
C -3.0025 0.7201 -2.5560 -0.66
S -1.8267 -0.2960 -1.8002 0.65
C -4.0964 0.0667 -3.1486 -0.10
C -5.0309 0.7748 -3.8687 -0.04
H -6.9726 1.4324 -5.0171 0.07
H -3.7525 3.8843 -3.5525 0.11
H -2.0528 2.6223 -2.2564 0.07
H -4.1659 -1.0086 -3.0336 0.11
H -5.8418 0.2114 -4.3223 0.10
C 1.8065 -2.1955 4.2205 -0.11
C 1.2391 -2.0615 2.8014 -0.59
C 2.4017 -1.9249 1.8057 -0.11
C 0.5365 -3.3850 2.4716 -0.11
Si 0.0436 -0.4831 2.5411 0.83
C 0.9093 1.0055 3.5245 -0.61
C 0.7764 0.9020 5.0483 -0.10
C 2.3973 1.1081 3.1616 -0.11
C 0.2855 2.3282 3.0872 -0.14
C -1.7129 -0.8638 3.4186 -0.61
C -2.5847 -1.6391 2.4208 -0.12
C -2.4921 0.4026 3.7993 -0.13
C -1.5733 -1.6915 4.7018 -0.11
H 2.4435 -3.0883 4.2697 0.08
H 1.0123 -2.3118 4.9613 0.06
H 2.4209 -1.3410 4.5069 0.05
H 2.9986 -2.8466 1.8022 0.08
H 3.0666 -1.0955 2.0466 0.06
H 2.0201 -1.7639 0.7958 0.03
H 1.2680 -4.2037 2.5004 0.08
H 0.0981 -3.3543 1.4790 0.03
H -0.2524 -3.6317 3.1838 0.06
H 1.1759 -0.0343 5.4388 0.05
H -0.2647 0.9847 5.3638 0.05
H 1.3305 1.7276 5.5152 0.08
H 2.9823 0.2878 3.5769 0.05
H 2.8067 2.0443 3.5634 0.08
H 2.5347 1.1273 2.0775 0.05
H -0.7886 2.3630 3.2758 0.06
H 0.4618 2.4594 2.0223 -0.01
H 0.7572 3.1643 3.6227 0.09
H -2.7725 -1.0459 1.5236 0.05
H -3.5569 -1.8742 2.8750 0.08
H -2.1221 -2.5699 2.0978 0.06
H -2.6353 1.0516 2.9395 0.01
H -1.9998 0.9713 4.5917 0.05
H -3.4858 0.1112 4.1652 0.08
H -1.1047 -2.6564 4.5192 0.05
H -2.5713 -1.8824 5.1186 0.08
H -0.9886 -1.1599 5.4574 0.06
C 2.8672 2.5463 -5.2203 -0.05
C 2.1925 1.5830 -4.2519 -0.41
C 0.7170 1.8746 -4.1040 -0.05
O 2.9118 1.6151 -2.9920 -0.30
P 2.6982 2.4571 -1.6858 -0.07
S 4.4204 2.5641 -0.7540 0.17
S 1.1503 1.9796 -0.4106 0.38
O 2.3059 3.8720 -2.4073 -0.33
C 1.8366 5.1154 -1.8799 -0.44
C 2.2539 5.3885 -0.4386 -0.10
C 0.3254 5.1895 -2.0758 -0.05
H 2.4401 2.4121 -6.2160 0.08
H 3.9401 2.3508 -5.2616 0.08
H 2.7089 3.5771 -4.9004 0.07
H 2.3298 0.5559 -4.5792 0.14
H 0.5506 2.8954 -3.7538 0.06
H 0.2824 1.1773 -3.3968 0.05
H 0.2095 1.7433 -5.0618 0.09
H 2.3063 5.8681 -2.5227 0.14
H 1.8388 4.6240 0.2190 0.04
H 1.8977 6.3768 -0.1334 0.08
H 3.3367 5.3453 -0.3479 0.06
H -0.1492 4.3466 -1.5765 0.04
H 0.0753 5.1422 -3.1362 0.08
H -0.0690 6.1205 -1.6596 0.08
S -2.2121 1.8034 0.4459 0.69
C -1.9065 3.3707 1.0231 -0.69
N -0.7530 4.0056 0.6601 0.01
C -0.4312 5.2408 1.0937 -0.09
C -1.3043 5.9648 1.8442 -0.06
C -2.5397 5.3845 2.1952 -0.06
C -2.8175 4.0985 1.8056 -0.09
H -0.0499 3.4253 0.1633 -0.07
H 0.5452 5.6010 0.8021 0.07
H -1.0482 6.9635 2.1659 0.10
H -3.2604 5.9469 2.7735 0.10
H -3.7425 3.6162 2.0860 0.11
```

As for the multiplicity: 2. The calculation puts the gap between HOMO and LUMO (spin up / spin down) at 6.00 / 6.19 eV. The charge is -2. Its expectation value of S² is 1.14. The value obtained for the calculated total energy is -5059.00386 a.u.


DFT (wB97M-V/def2-TZVPD) results for a cluster of 14 separate species, C30H54Cl9N9O20 in total in a non-equilibrium geometry.

```
122
Properties=species:S:1:pos:R:3:lowdin_charge:R:1
C 0.9735 -2.7714 -3.2065 -0.11
C 1.4094 -2.1054 -1.8886 -0.21
C 0.7946 -0.7110 -1.7404 -0.12
N 0.9107 -0.1160 -0.3714 -0.24
C -0.0174 -0.8234 0.5539 0.02
C 0.5886 1.3565 -0.3709 -0.10
C 1.0605 1.8503 0.9704 -0.14
C 2.3151 0.9765 1.2428 -0.11
C 2.3327 -0.1024 0.1674 -0.10
H 1.2366 -3.8204 -3.0963 0.04
H 1.5383 -2.2899 -4.0054 0.07
H -0.0884 -2.7037 -3.4368 0.05
H 2.4837 -2.1550 -1.7388 0.12
H 0.9426 -2.7663 -1.1549 0.08
H -0.2345 -0.6217 -2.0649 0.07
H 1.3993 -0.0296 -2.3460 0.13
H -0.0650 -0.3644 1.5394 0.09
H 0.4007 -1.8020 0.7892 0.09
H -0.9693 -0.9237 0.0409 0.09
H -0.4761 1.5188 -0.5404 0.12
H 1.1809 1.7913 -1.1765 0.13
H 0.3004 1.8092 1.7489 0.09
H 1.4109 2.8795 0.9592 0.08
H 2.2741 0.5623 2.2508 0.11
H 3.2001 1.6104 1.2492 0.07
H 2.5046 -1.0956 0.5798 0.11
H 3.0217 0.0139 -0.6672 0.08
Cl 5.3535 1.5455 0.2431 0.66
O 6.3667 1.9860 -0.7111 -0.36
O 4.8874 2.6934 0.9482 -0.37
O 4.2857 0.9185 -0.4728 -0.41
O 5.9562 0.6329 1.1832 -0.33
C -0.4326 -6.3665 -5.4849 -2.01
Cl -0.2297 -7.8715 -6.3571 0.53
Cl -1.1222 -6.7669 -3.8876 0.51
Cl 1.1971 -5.6485 -5.2242 0.54
Cl -1.4701 -5.2678 -6.3945 0.54
C -3.6098 -1.1660 -4.7711 -1.95
Cl -3.9763 -2.9003 -4.6709 0.57
Cl -4.9779 -0.0341 -4.6055 0.53
Cl -2.4710 -0.7897 -3.4497 0.58
Cl -2.8326 -0.7584 -6.3271 0.54
C -3.8590 2.8269 -1.4661 0.05
N -3.8854 1.4828 -0.8604 -0.42
O -4.9374 0.8664 -0.8526 0.05
O -2.9151 1.0943 -0.2466 0.03
H -2.8319 3.1517 -1.6124 0.08
H -4.3219 3.5637 -0.8124 0.11
H -4.4017 2.7989 -2.4063 0.10
C -0.8373 -2.4785 5.2193 0.05
N -0.0908 -1.9259 4.0709 -0.41
O 0.2790 -0.7774 4.0239 0.08
O 0.1316 -2.7345 3.1894 0.04
H -1.6118 -3.1223 4.8149 0.10
H -1.2419 -1.7864 5.9478 0.08
H -0.1374 -3.1038 5.7748 0.11
C 3.9134 -5.1337 1.7583 0.05
N 3.2713 -3.9146 1.1887 -0.43
O 2.5116 -3.9875 0.2456 0.06
O 3.5700 -2.8652 1.7301 0.08
H 4.9928 -5.0508 1.8036 0.10
H 3.5102 -6.0404 1.3239 0.09
H 3.5539 -5.0570 2.7871 0.10
C -1.2236 6.1108 2.9508 0.07
N -0.5011 4.9373 2.3751 -0.43
O -0.5808 4.7143 1.1833 0.06
O 0.0788 4.1862 3.1387 0.03
H -1.1598 5.9122 4.0161 0.10
H -2.1627 6.1899 2.4197 0.10
H -0.5803 6.9753 2.7812 0.10
C 1.0896 3.1827 -4.0901 0.05
N -0.2650 2.8769 -3.5563 -0.44
O -0.9015 3.8371 -3.1917 0.08
O -0.6066 1.7177 -3.5591 0.02
H 0.9019 3.5092 -5.1152 0.10
H 1.6489 2.2642 -4.2623 0.09
H 1.6817 3.8917 -3.5246 0.10
C 0.2701 -0.9831 -7.8996 0.01
N 0.7603 -2.2152 -7.2811 -0.43
O 1.4127 -2.9960 -7.9467 0.07
O 0.2875 -2.4815 -6.1911 -0.01
H 0.9025 -0.7246 -8.7482 0.10
H 0.3640 -0.1424 -7.2158 0.09
H -0.7475 -1.0443 -8.2711 0.07
C 2.0398 2.2750 5.4455 0.03
N 2.9225 1.1470 5.7568 -0.45
O 3.2650 0.9450 6.8989 0.07
O 3.2184 0.4331 4.8247 0.07
H 1.4741 2.6885 6.2740 0.10
H 1.3698 1.9085 4.6718 0.07
H 2.6470 3.0761 5.0257 0.11
C 3.2551 5.5474 0.7185 0.05
N 2.1807 6.5734 0.4694 -0.46
O 1.4044 6.3445 -0.4103 0.06
O 2.1994 7.5471 1.1938 0.05
H 3.7315 5.6616 1.6837 0.10
H 3.9738 5.4663 -0.0897 0.11
H 2.6378 4.6494 0.7602 0.07
C -2.3311 0.6572 5.4529 -0.12
C -1.9133 1.5716 4.4946 -0.08
C -2.5667 1.5965 3.2454 -0.07
C -3.5232 0.6283 2.9674 -0.09
C -4.0361 -0.2042 3.9722 -0.08
C -3.3895 -0.1742 5.2015 -0.13
H -1.8897 0.7809 6.4351 0.11
H -1.0795 2.2499 4.6179 0.08
H -2.2118 2.2717 2.4774 0.09
H -4.0233 0.6138 2.0057 0.08
H -4.8893 -0.8618 3.8914 0.11
H -3.8672 -0.7582 5.9819 0.11
C -1.8901 -4.3546 -0.3924 -0.08
C -1.9311 -3.7418 0.8896 -0.09
C -2.7892 -2.6813 1.0560 -0.11
C -3.6989 -2.2910 0.0679 -0.09
C -3.6658 -2.9006 -1.1555 -0.13
C -2.7073 -3.8897 -1.3874 -0.12
H -1.1506 -5.1212 -0.5874 0.10
H -1.4178 -4.1356 1.7547 0.09
H -2.7596 -2.1590 2.0080 0.09
H -4.3768 -1.4547 0.1829 0.09
H -4.2526 -2.4833 -1.9601 0.05
H -2.6427 -4.3204 -2.3812 0.07
```

The calculation puts the gap between HOMO and LUMO at 8.20 eV. The charge is 0. The value obtained for the calculated total energy is -7313.70008 a.u.


DFT (wB97M-V/def2-TZVPD) results for a structure of composition C30H54ClMnN7O2PSSe2.

```
99
Properties=species:S:1:pos:R:3:lowdin_charge:R:1
Mn 0.3732 -0.0843 0.0430 0.48
C -4.2297 -0.7540 2.1365 -0.40
Se -2.8038 0.5646 1.9509 0.91
C -3.6885 1.6467 0.5965 -0.57
C -3.6894 1.0007 -0.7742 -0.54
Se -1.9219 0.7270 -1.5865 0.98
C -1.5808 2.6041 -1.9870 -0.37
H -5.1407 -0.2707 2.4810 0.02
H -3.8944 -1.4799 2.8732 0.02
H -4.3978 -1.2593 1.1884 0.02
H -3.1536 2.5974 0.5891 0.04
H -4.7096 1.8479 0.9237 0.07
H -4.2706 1.5983 -1.4786 0.07
H -4.1230 0.0023 -0.7381 0.05
H -2.0358 2.8721 -2.9373 0.02
H -0.4978 2.7146 -2.0288 -0.01
H -1.9827 3.2356 -1.1960 0.02
O 0.3469 -0.3708 2.2149 -0.28
N 1.3776 -0.7458 2.9412 -0.21
C 1.1205 -1.2177 4.1797 -0.02
C 2.1216 -1.6113 5.0227 -0.07
C 3.4428 -1.5249 4.5782 -0.08
C 3.6910 -1.0480 3.3164 -0.10
C 2.6507 -0.6380 2.4616 -0.66
S 2.9214 -0.0324 0.8888 0.69
H 0.0717 -1.2471 4.4309 0.13
H 1.8732 -1.9832 6.0058 0.10
H 4.2583 -1.8317 5.2203 0.11
H 4.6967 -0.9710 2.9286 0.10
C 0.8031 5.2012 0.8091 -0.05
C 1.8374 4.0874 0.9787 -0.63
C 2.0135 3.7558 2.4647 -0.04
C 3.1759 4.5242 0.3935 -0.04
N 1.4149 2.9304 0.1713 -0.07
N 0.3622 2.1514 0.7127 -0.01
H 1.1463 6.1246 1.2805 0.08
H -0.1492 4.9274 1.2733 0.07
H 0.6295 5.3904 -0.2526 0.08
H 2.4455 4.6110 2.9886 0.09
H 2.6836 2.8999 2.5921 0.08
H 1.0602 3.5285 2.9471 0.08
H 3.5476 5.4089 0.9115 0.09
H 3.0715 4.7574 -0.6695 0.07
H 3.9156 3.7248 0.4990 0.09
H 2.1952 2.2917 0.0562 0.03
H -0.5008 2.6734 0.6229 0.07
H 0.5011 1.9392 1.6995 0.06
Cl 2.0120 -4.7141 -2.5356 0.62
C 0.8337 -3.9910 -1.4688 -0.68
C -0.0460 -4.8097 -0.7423 -0.15
C -0.9958 -4.1262 0.0537 -0.11
C -1.0183 -2.7630 0.0976 -0.17
N -0.1398 -1.9614 -0.6096 -0.11
C 0.7787 -2.6317 -1.3968 -0.22
H -0.0117 -5.8864 -0.8148 0.08
H -1.7200 -4.6877 0.6313 0.09
H -1.7477 -2.2368 0.7043 0.07
H 1.4530 -2.0230 -1.9808 0.05
O 1.0855 0.5565 -2.0343 -0.35
P 1.8647 0.6115 -3.3034 0.54
N 1.1968 -0.4421 -4.3682 -0.18
C 1.8187 -0.7347 -5.6698 -0.19
C 0.6593 -1.2706 -6.5118 -0.16
C -0.2666 -1.8925 -5.4608 -0.16
C -0.2106 -0.8753 -4.3292 -0.21
N 3.4520 0.2264 -3.1295 -0.16
C 3.7694 -1.1086 -2.5639 -0.21
C 5.2846 -1.1857 -2.6819 -0.16
C 5.5569 -0.4421 -3.9925 -0.17
C 4.5728 0.7270 -3.9423 -0.20
N 1.9476 2.0926 -4.0577 -0.18
C 0.8034 2.5640 -4.8695 -0.18
C 0.7643 4.0836 -4.6545 -0.16
C 2.1742 4.4255 -4.1623 -0.16
C 2.5206 3.2239 -3.2954 -0.20
H 2.5969 -1.4961 -5.5524 0.11
H 2.2805 0.1545 -6.1081 0.10
H 0.9950 -1.9766 -7.2700 0.11
H 0.1470 -0.4446 -7.0116 0.11
H 0.1421 -2.8465 -5.1182 0.11
H -1.2810 -2.0560 -5.8224 0.11
H -0.4619 -1.2931 -3.3565 0.08
H -0.8982 -0.0444 -4.5300 0.09
H 3.3016 -1.9030 -3.1577 0.09
H 3.4201 -1.1895 -1.5384 0.05
H 5.6392 -2.2152 -2.6893 0.11
H 5.7491 -0.6613 -1.8433 0.12
H 5.3383 -1.0911 -4.8439 0.11
H 6.5866 -0.0959 -4.0802 0.11
H 4.2461 1.0514 -4.9300 0.10
H 5.0410 1.5839 -3.4485 0.10
H -0.1379 2.0946 -4.5757 0.09
H 0.9769 2.3226 -5.9216 0.11
H 0.0360 4.3366 -3.8819 0.10
H 0.4931 4.6122 -5.5675 0.11
H 2.2124 5.3620 -3.6062 0.11
H 2.8641 4.4930 -5.0065 0.11
H 2.0702 3.3104 -2.3019 0.09
H 3.5952 3.0858 -3.1648 0.10
```

As for the multiplicity: 5. For the energy above the lowest of the compared OMol25 structures with the same formula, charge and spin, the calculation gives 0.3224 eV. The calculation puts the gap between HOMO and LUMO (spin up / spin down) at 4.39 / 6.86 eV. The charge is 0. Its expectation value of S² is 6.27. The value obtained for the calculated total energy is -8862.90174 a.u.


DFT (wB97M-V/def2-TZVPD) results for a cluster of 3 separate species, C30H54F2N6O8P in total in a non-equilibrium geometry.

```
101
Properties=species:S:1:pos:R:3:lowdin_charge:R:1
C -3.0245 1.3629 0.5170 -0.05
C -4.2982 0.4948 0.8311 -0.37
C -4.2895 -0.7868 -0.0521 -0.06
C -4.5294 0.2488 2.3456 -0.30
C -6.0553 -0.0636 2.5447 -0.04
C -3.7406 -0.9288 2.9355 -0.06
O -2.5816 -0.3986 3.6710 0.09
C -1.4273 -0.7561 3.2321 -0.34
N -1.0432 -1.5631 2.2626 0.25
C 0.3525 -1.6038 2.1322 -0.13
N 1.0348 -2.3975 1.1698 0.18
C 0.1854 -2.6145 0.0023 -0.43
O 0.0127 -3.6565 -0.5207 0.24
F -0.4752 -1.5281 -0.4713 0.13
C 2.2460 -1.7438 0.6602 -0.46
O 3.3045 -2.2579 0.7459 0.25
F 2.0715 -0.5642 0.0637 0.18
C 0.8056 -0.7940 3.1089 -0.12
C 2.2282 -0.4467 3.4572 -0.11
O 2.3672 0.9799 3.2944 -0.12
N 3.3611 1.2783 2.3331 0.02
O 3.3091 2.4083 2.0799 0.09
N -0.3053 -0.2681 3.8025 -0.01
P -0.2181 0.8234 5.1821 0.79
O -1.3417 0.6331 6.1026 -0.36
H -2.4065 0.8550 -0.2364 0.07
H -3.3477 2.3120 0.0619 0.08
H -2.4674 1.6451 1.4235 0.07
H -5.1484 1.1018 0.4821 0.13
H -4.5488 -0.5493 -1.0886 0.10
H -3.2594 -1.1931 -0.0548 0.05
H -4.9795 -1.5200 0.3899 0.08
H -4.3630 1.2025 2.8688 0.15
H -6.2182 -1.0756 2.1337 0.08
H -6.6663 0.6169 1.9445 0.09
H -6.3225 -0.0900 3.6076 0.09
H -3.5068 -1.7227 2.2183 0.12
H -4.3824 -1.3945 3.6980 0.14
H -1.6625 -2.1007 1.6689 0.17
H 2.9796 -0.9548 2.8415 0.12
H 2.4749 -0.6559 4.5097 0.13
H 0.9853 0.4994 5.8566 0.05
H -0.1499 2.1659 4.7549 0.05
C 5.0806 7.9549 -1.2051 -0.02
C 6.0806 7.6661 -0.0497 -0.47
C 7.1328 6.6281 -0.4798 -0.14
C 6.6525 5.1812 -0.4536 -0.18
C 6.0217 4.8595 0.8967 -0.14
C 4.8928 5.8283 1.2556 -0.49
N 5.3223 7.2559 1.1701 -0.07
O 6.0576 7.5142 2.2151 -0.01
C 3.6990 5.5492 0.3190 -0.04
C 4.3597 5.4849 2.6491 -0.04
C 6.8282 8.9919 0.1361 -0.05
H 4.0676 7.6195 -0.9985 0.06
H 4.9763 9.0262 -1.3814 0.08
H 5.3981 7.4985 -2.1443 0.09
H 7.9992 6.7002 0.1863 0.12
H 7.5036 6.8703 -1.4776 0.12
H 5.9484 4.9988 -1.2708 0.11
H 7.4996 4.5138 -0.6280 0.11
H 5.6445 3.8332 0.8867 0.11
H 6.7995 4.8872 1.6674 0.13
H 2.8863 6.2559 0.5018 0.09
H 3.3049 4.5474 0.4966 0.07
H 3.9539 5.5866 -0.7384 0.07
H 5.1367 5.5077 3.4126 0.08
H 3.9413 4.4787 2.6626 0.05
H 3.5664 6.1747 2.9460 0.09
H 6.1636 9.7736 0.5075 0.09
H 7.2356 9.3222 -0.8204 0.09
H 7.6674 8.9036 0.8254 0.08
C -3.7759 -8.0822 -2.8645 -0.02
C -4.3192 -6.8572 -3.6539 -0.47
C -3.6361 -6.7416 -5.0285 -0.14
C -2.2397 -6.1298 -5.0003 -0.17
C -2.2572 -4.8105 -4.2365 -0.13
C -2.8266 -4.9659 -2.8248 -0.48
N -4.1665 -5.6250 -2.8225 -0.07
O -5.0433 -4.7470 -3.2247 -0.02
C -1.8114 -5.7653 -1.9766 -0.04
C -2.8769 -3.5919 -2.1536 -0.05
C -5.7865 -7.2103 -3.9254 -0.05
H -3.2124 -7.8125 -1.9752 0.06
H -4.5890 -8.7035 -2.4871 0.08
H -3.1393 -8.7171 -3.4827 0.09
H -4.2554 -6.1200 -5.6841 0.12
H -3.5935 -7.7237 -5.5027 0.12
H -1.5255 -6.8309 -4.5592 0.11
H -1.8995 -5.9533 -6.0230 0.12
H -1.2430 -4.4047 -4.1884 0.13
H -2.8471 -4.0808 -4.8014 0.13
H -2.2023 -5.9495 -0.9722 0.09
H -0.8836 -5.2144 -1.8633 0.06
H -1.5342 -6.7211 -2.4163 0.07
H -3.4601 -2.8693 -2.7239 0.08
H -1.8731 -3.1827 -2.0610 0.06
H -3.3029 -3.6632 -1.1475 0.08
H -6.3639 -7.2469 -3.0001 0.09
H -5.8476 -8.1905 -4.3997 0.09
H -6.2677 -6.5012 -4.5984 0.08
```

As for the multiplicity: 3. The calculation puts the gap between HOMO and LUMO (spin up / spin down) at 6.38 / 7.15 eV. The charge is +1. Its expectation value of S² is 2.01. The value obtained for the calculated total energy is -2646.54342 a.u.


no.,molecular weight (g/mol)
1,954.10
2,1179.88
3,856.16
4,695.77